1.
ORCA calculation (ωB97M-V with the def2-TZVPD basis set) on an isolated molecule of C23H36N4O8S2 at a distorted geometry.

Structure (XYZ):
```
73
Properties=species:S:1:pos:R:3:mulliken_charge:R:1
C -5.25 -2.99 -3.23 -0.6678
H -6.17 -2.46 -3.03 0.3376
H -4.47 -2.28 -3.50 0.1552
H -5.40 -3.73 -4.01 0.2926
S -4.80 -3.83 -1.69 -0.1141
C -3.45 -4.91 -2.29 -1.0130
C -2.15 -4.16 -2.55 -1.0149
H -1.36 -4.88 -2.76 0.3908
H -2.26 -3.51 -3.43 0.4229
C -1.75 -3.30 -1.36 -0.1208
N -0.31 -3.12 -1.31 -0.2277
C 0.31 -2.45 -0.32 1.1987
C -0.20 -2.43 0.99 -1.0071
C 0.33 -1.63 1.96 -0.9416
C 1.43 -0.82 1.67 -0.0862
C 2.03 -0.89 0.45 0.2297
C 1.51 -1.71 -0.55 -1.2527
N 2.12 -1.64 -1.83 1.4233
O 2.98 -0.79 -2.01 -0.6826
O 1.79 -2.44 -2.70 -0.8120
H 2.90 -0.28 0.23 0.6324
S 1.88 0.46 2.83 1.3079
O 1.20 1.66 2.44 -0.6571
O 1.64 -0.02 4.17 -0.7743
N 3.51 0.65 2.50 0.0471
C 4.36 -0.33 3.14 -0.6552
H 3.82 -1.28 3.16 0.3153
C 4.71 0.11 4.57 -0.5355
H 5.47 -0.55 5.00 0.3803
O 5.27 1.40 4.58 -0.4199
C 4.38 2.35 4.04 -0.5716
H 4.88 3.31 4.10 0.3966
C 4.03 2.00 2.59 -0.5656
H 3.27 2.67 2.20 0.2813
H 4.93 2.06 1.96 0.3822
H 3.45 2.37 4.63 0.3292
H 3.80 0.08 5.18 0.3164
H 5.27 -0.43 2.54 0.4304
H -0.09 -1.59 2.96 0.5912
H -1.06 -3.04 1.23 0.2760
H 0.13 -3.01 -2.23 0.3944
C -2.36 -1.88 -1.46 0.7116
O -2.71 -1.36 -2.48 -0.6979
O -2.38 -1.32 -0.25 -0.2151
C -2.51 0.08 -0.18 -0.9452
H -3.40 0.41 -0.73 0.2320
H -2.58 0.31 0.88 0.4221
C -1.25 0.71 -0.83 0.9586
O -0.46 -0.04 -1.38 -0.3470
N -1.11 2.04 -0.78 0.4115
C -2.00 2.93 -0.02 0.2121
H -2.75 2.30 0.47 0.4301
C -1.23 3.68 1.07 -1.2566
H -0.60 2.99 1.63 0.1817
H -0.61 4.46 0.66 0.3405
H -1.94 4.13 1.76 0.4782
C -2.75 3.88 -0.96 -1.5986
H -3.48 4.45 -0.38 0.4735
H -3.27 3.32 -1.73 0.3683
H -2.07 4.59 -1.44 0.3088
C 0.02 2.67 -1.48 0.0648
C -0.08 2.43 -2.98 -1.5379
H 0.73 2.94 -3.49 0.4680
H -1.03 2.79 -3.37 0.3841
H 0.00 1.36 -3.20 0.1776
C 1.37 2.22 -0.92 -1.2238
H 1.34 2.19 0.16 0.1331
H 1.62 1.24 -1.30 0.2533
H 2.14 2.92 -1.24 0.5225
H -0.08 3.74 -1.30 0.5392
H -2.10 -3.75 -0.43 0.3792
H -3.80 -5.42 -3.18 0.5504
H -3.31 -5.64 -1.49 0.4094
```

Results
orbital gap = 8.0 eV
SMILES = CSCC[C@@H](Nc1ccc(S(=O)(=O)N2CCOCC2)cc1[N+](=O)[O-])C(=O)OCC(=O)N(C(C)C)C(C)C
energy above the lowest of the compared OMol25 structures with the same formula, charge and spin = 0.3 kcal/mol

=====

2.
ORCA calculation (ωB97M-V with the def2-TZVPD basis set) on an isolated molecule of C15H11F3N2O3 at a distorted geometry.

Structure (XYZ):
```
34
Properties=species:S:1:pos:R:3:mulliken_charge:R:1
O 4.09 0.71 -4.14 -0.6223
F 0.82 -0.54 4.15 -0.2448
F -1.12 -0.23 5.16 -0.2680
F 0.21 -1.82 5.85 -0.2652
N -3.51 -0.82 1.27 -0.6461
O 2.68 -0.29 -2.56 -0.4652
O 0.02 -3.14 3.25 -0.5275
C 3.03 0.64 -3.52 0.3230
C -2.73 -0.37 0.31 -0.6960
C -2.90 -1.39 2.33 -0.4652
C -0.88 1.29 -1.36 -0.7593
C 0.72 -0.54 -1.14 -1.1842
C -0.13 1.88 -2.34 -0.8984
C -0.70 -1.00 1.46 -0.3515
C 1.48 0.09 -2.09 0.7456
C -1.31 -0.45 0.32 0.2765
C -0.50 0.10 -0.74 0.6572
C 1.07 1.28 -2.70 0.9728
C -1.51 -1.49 2.48 0.8418
N 2.09 1.64 -3.56 0.0314
C 2.16 2.95 -4.24 -0.9869
C -0.24 -1.18 4.71 0.7643
C -0.92 -2.17 3.71 -0.6806
H 0.72 -2.66 2.80 0.3746
H -3.19 0.07 -0.58 0.4354
H -3.57 -1.77 3.12 0.3158
H -1.88 1.73 -1.14 0.3234
H 1.04 -1.44 -0.65 0.6117
H -0.44 2.79 -2.84 0.3425
H 0.41 -1.01 1.54 0.5315
H 3.21 3.27 -4.15 0.3446
H 1.53 3.72 -3.76 0.3489
H 1.92 2.86 -5.28 0.3110
H -1.68 -2.71 4.30 0.5092
```

Results
orbital gap = 8.6 eV
SMILES = Cn1c(=O)oc2cc(-c3cncc([C@@H](O)C(F)(F)F)c3)ccc21
energy above the lowest of the compared OMol25 structures with the same formula, charge and spin = 30.8 kcal/mol